a.
Density functional theory data (the ωB97M-V functional and the def2-TZVPD basis) for a structure of composition C5H6O.

Cartesian coordinates (Å):
C: 0.140 -0.075 0.876
C: 1.176 1.041 0.571
C: 0.685 1.216 -0.884
C: -0.263 0.179 -0.564
C: -1.254 -0.370 -1.303
O: -2.062 -1.306 -0.820
H: -0.611 0.176 1.638
H: -1.779 -1.476 0.095
H: 0.561 -1.063 1.105
H: 2.227 0.733 0.627
H: 1.071 1.954 1.168
H: -1.477 -0.095 -2.330

- Total charge: 0
- Molecular weight: 82.10 g/mol
- HOMO-LUMO gap: 7.828 eV

Atomic partial charges in e from the Mulliken method, atoms 1 to 5:
1. C -0.95
2. C -0.28
3. C -0.95
4. C 0.70
5. C 0.04

=====

b.
Density functional theory data (the ωB97M-V functional and the def2-TZVPD basis) for an isolated molecule of C5H6O.

Cartesian coordinates (Å):
C: 1.487 0.534 0.404
C: 0.260 -0.309 0.113
C: -1.060 -0.127 0.781
C: -2.138 -0.137 -0.079
C: -1.414 -0.181 -1.294
O: -0.090 -0.269 -1.276
H: 1.722 0.477 1.471
H: 1.319 1.582 0.143
H: 2.356 0.170 -0.155
H: -1.076 -0.188 1.871
H: 0.429 -1.371 0.339
H: -1.797 -0.182 -2.316

- Total charge: 0
- SMILES: C[C@H]1C=C=CO1
- Molecular weight: 82.10 g/mol
- HOMO-LUMO gap: 7.567 eV

Atomic partial charges in e from the Mulliken method, atoms 1 to 5:
1. C -1.18
2. C 0.49
3. C -0.30
4. C -0.79
5. C 0.13

=====

c.
Density functional theory data (the ωB97M-V functional and the def2-TZVPD basis) for an isolated molecule of C5H6O.

Cartesian coordinates (Å):
C: 1.071 -0.411 -0.327
C: 0.320 0.868 -0.008
C: -1.138 0.497 0.015
O: -1.217 -0.973 -0.335
C: -0.031 -1.408 -0.249
C: -0.435 0.690 1.272
H: 1.862 -0.610 0.400
H: 1.510 -0.509 -1.339
H: 0.654 1.795 -0.479
H: -1.973 0.988 -0.473
H: 0.092 -2.483 -0.389
H: -0.695 1.573 1.855

- Total charge: 0
- Molecular weight: 82.10 g/mol
- HOMO-LUMO gap: 6.674 eV

Atomic partial charges in e from the Mulliken method, atoms 1 to 5:
1. C -0.26
2. C -0.48
3. C -0.22
4. O -0.28
5. C -0.08

=====

Of them, the most stable is b and the least stable is c.

=====

a.
Density functional theory data (the ωB97M-V functional and the def2-TZVPD basis) for an isolated molecule of C2H4N2OS.

Cartesian coordinates (Å):
C: -0.776 0.368 0.058
C: 0.765 -0.082 0.499
N: -1.293 0.570 2.385
N: -1.559 0.163 1.281
O: -2.569 -0.598 1.065
S: 1.242 1.164 1.713
H: -0.841 1.423 -0.197
H: -1.242 -0.153 -0.719
H: 0.741 -1.062 1.095
H: 1.247 -0.166 -0.513

- Total charge: 0
- Molecular weight: 104.13 g/mol
- HOMO-LUMO gap (spin up / spin down): 6.769 / 6.770 eV

Atomic partial charges in e from the Mulliken method, atoms 1 to 5:
1. C -0.59
2. C -0.47
3. N -0.56
4. N 0.96
5. O -0.63

=====

b.
Density functional theory data (the ωB97M-V functional and the def2-TZVPD basis) for an isolated molecule of C2H4N2OS.

Cartesian coordinates (Å):
C: -0.827 0.419 0.526
C: -0.632 -0.161 -0.838
N: 0.091 0.647 1.338
N: 0.621 -0.835 -0.970
O: 2.555 1.141 1.133
S: 1.649 0.029 1.102
H: -1.799 0.870 0.754
H: -1.407 -0.916 -0.899
H: -0.848 0.600 -1.708
H: 0.597 -1.796 -0.438

- Total charge: 0
- Molecular weight: 104.13 g/mol
- HOMO-LUMO gap (spin up / spin down): 8.038 / 8.419 eV

Atomic partial charges in e from the Mulliken method, atoms 1 to 5:
1. C -0.04
2. C -0.12
3. N -0.38
4. N -0.74
5. O -0.44

=====

Of them, the most stable is b and the least stable is a.

=====

a.
Density functional theory data (the ωB97M-V functional and the def2-TZVPD basis) for an isolated molecule of C2H4N2OS.

Cartesian coordinates (Å):
C: -0.013 0.668 1.029
C: 1.046 -0.414 -1.665
H: -2.631 -0.996 1.250
H: -0.183 1.341 2.005
H: 1.194 -1.292 -1.043
H: 0.946 -0.792 -2.719
N: -0.851 -0.368 0.762
N: 1.066 0.865 -1.475
O: -1.945 -0.278 1.674
S: 1.371 1.267 0.183

- Total charge: 0
- SMILES: C=NS/C=N/O
- Molecular weight: 104.13 g/mol
- HOMO-LUMO gap: 9.079 eV

Atomic partial charges in e from the Mulliken method, atoms 1 to 5:
1. C 0.05
2. C -0.12
3. H 0.37
4. H 0.27
5. H 0.27

=====

b.
Density functional theory data (the ωB97M-V functional and the def2-TZVPD basis) for an isolated molecule of C2H4N2OS.

Cartesian coordinates (Å):
C: -0.392 0.597 -0.378
C: 0.474 -0.631 -0.662
H: -0.906 0.315 2.688
H: 0.054 -0.829 1.688
H: -0.568 1.296 -1.156
H: 0.761 0.608 -2.540
N: -0.468 0.069 1.830
N: -0.769 0.853 0.829
O: 0.747 -1.589 0.044
S: 1.068 -0.689 -2.344

- Total charge: 0
- SMILES: N/N=C\C(=O)S
- Molecular weight: 104.13 g/mol
- HOMO-LUMO gap: 9.511 eV

Atomic partial charges in e from the Mulliken method, atoms 1 to 5:
1. C -0.38
2. C 0.89
3. H 0.20
4. H 0.26
5. H 0.29

=====

c.
Density functional theory data (the ωB97M-V functional and the def2-TZVPD basis) for an isolated molecule of C2H4N2OS.

Cartesian coordinates (Å):
C: -0.669 -0.228 -0.155
C: 0.776 0.332 -0.116
H: -1.163 -2.062 0.276
H: 0.438 -1.834 0.414
H: -1.413 1.556 0.396
H: 1.388 1.980 -0.358
N: -0.471 -1.622 -0.347
N: -1.582 0.534 0.110
O: 0.532 1.651 -0.224
S: 2.165 -0.307 0.006

- Total charge: 0
- SMILES: [H]/N=C(/N)C(O)=S
- Molecular weight: 104.13 g/mol
- HOMO-LUMO gap: 8.914 eV

Atomic partial charges in e from the Mulliken method, atoms 1 to 5:
1. C 0.40
2. C 0.46
3. H 0.32
4. H 0.26
5. H 0.34

=====

d.
Density functional theory data (the ωB97M-V functional and the def2-TZVPD basis) for a cluster of 2 separate species, C2H4N2OS in total.

Cartesian coordinates (Å):
C: 1.787 -0.349 -0.193
C: -2.417 -0.778 0.311
N: 2.216 0.860 -0.175
N: 1.622 -1.465 -0.001
O: -0.683 1.042 -0.305
S: -1.404 -0.115 -0.796
H: -3.321 -1.437 0.073
H: -2.293 -0.546 1.324
H: 2.623 1.308 0.639
H: 1.869 1.480 -0.877

- Total charge: 0
- Molecular weight: 104.13 g/mol
- HOMO-LUMO gap: 9.354 eV

Atomic partial charges in e from the Mulliken method, atoms 1 to 5:
1. C 0.38
2. C -0.41
3. N -0.39
4. N -0.42
5. O -0.48

=====

Of them, the most stable is b and the least stable is a.

=====

a.
Density functional theory data (the ωB97M-V functional and the def2-TZVPD basis) for a cluster of 2 separate species, C2H4N2OS in total.

Cartesian coordinates (Å):
C: 0.528 -1.028 -0.513
C: 0.614 1.131 0.071
N: 1.197 0.042 -0.636
N: -0.658 -0.978 0.128
O: -2.070 1.150 0.011
S: -1.025 0.561 0.830
H: 0.857 -1.949 -0.972
H: 1.286 1.464 0.863
H: 0.386 1.961 -0.601
H: -1.116 -2.355 0.820

- Total charge: 0
- Molecular weight: 104.13 g/mol
- HOMO-LUMO gap: 7.995 eV

Atomic partial charges in e from the Mulliken method, atoms 1 to 5:
1. C 0.06
2. C -0.36
3. N -0.48
4. N -0.43
5. O -0.55

=====

b.
Density functional theory data (the ωB97M-V functional and the def2-TZVPD basis) for an isolated molecule of C2H4N2OS.

Cartesian coordinates (Å):
C: -0.706 1.346 -0.110
C: 1.752 -0.817 -0.025
H: -1.682 -1.597 0.270
H: -0.516 2.503 -0.168
H: 1.904 -1.853 -0.218
H: 2.690 -0.111 0.123
N: -1.886 0.938 -0.066
N: 0.562 -0.555 -0.112
O: 0.514 0.797 0.263
S: -2.633 -0.652 0.043

- Total charge: 0
- SMILES: C=NO/C=N\S
- Molecular weight: 104.13 g/mol
- HOMO-LUMO gap: 9.718 eV

Atomic partial charges in e from the Mulliken method, atoms 1 to 5:
1. C 0.22
2. C -0.28
3. H 0.16
4. H 0.25
5. H 0.30

=====

c.
Density functional theory data (the ωB97M-V functional and the def2-TZVPD basis) for an isolated molecule of C2H4N2OS.

Cartesian coordinates (Å):
C: -0.321 0.315 0.389
C: 0.401 -0.492 -0.658
H: -0.147 0.976 2.272
H: 1.216 0.024 1.712
H: -1.700 0.783 -0.807
H: 0.168 -1.097 -2.418
N: 0.246 0.290 1.634
N: -1.413 0.954 0.147
O: -0.340 -0.616 -1.761
S: 1.890 -1.137 -0.509

- Total charge: 0
- SMILES: [H]/N=C(/N)C(O)=S
- Molecular weight: 104.13 g/mol
- HOMO-LUMO gap: 8.867 eV

Atomic partial charges in e from the Mulliken method, atoms 1 to 5:
1. C 0.42
2. C 0.43
3. H 0.28
4. H 0.19
5. H 0.28

=====

d.
Density functional theory data (the ωB97M-V functional and the def2-TZVPD basis) for an isolated molecule of C2H4N2OS.

Cartesian coordinates (Å):
C: -1.205 0.214 -0.012
C: 0.967 -0.916 -0.046
H: -2.650 -1.193 -0.207
H: -3.224 0.427 -0.022
H: 0.068 1.634 -0.118
H: 1.298 -1.939 -0.138
N: -2.482 -0.282 0.146
N: -0.939 1.432 -0.083
O: -0.365 -0.915 -0.048
S: 2.050 0.284 0.049

- Total charge: 0
- SMILES: [H]/N=C(/N)OC=S
- Molecular weight: 104.13 g/mol
- HOMO-LUMO gap: 9.145 eV

Atomic partial charges in e from the Mulliken method, atoms 1 to 5:
1. C 0.57
2. C 0.02
3. H 0.23
4. H 0.28
5. H 0.22

=====

Of them, the most stable is c and the least stable is a.